Entry from OMol25: 8 unconnected molecules or ions with the total composition C16H32Br16 at a distorted geometry (wB97M-V/def2-TZVPD).

The relative energy (zero: lowest compared OMol25 entry of this formula, charge and spin) comes out at 63.76 kcal per mole. As for the orbital gap: 0.386 Eh. As for the LUMO energy: 0.168 eV. The spin multiplicity is 1.

```
64
C16H32Br16 | OMol25 | wB97M-V/def2-TZVPD
Br -1.449 9.526 1.679
Br -1.490 16.986 -3.982
Br -6.097 11.816 -6.407
Br -0.052 5.741 -6.776
Br -7.542 4.879 1.258
Br -0.031 13.558 -6.890
Br -4.637 5.522 -2.197
Br -2.008 8.801 7.948
Br 1.084 12.045 7.328
Br -1.046 10.258 -3.004
Br 0.357 9.120 -10.041
Br -8.862 9.619 1.745
Br -4.588 7.780 -7.666
Br -5.474 11.553 4.545
Br 3.836 9.387 -3.361
Br 7.169 12.427 -3.950
C -1.089 9.363 -1.223
C -6.872 5.431 -0.473
C -5.377 9.490 -7.825
C -6.411 10.373 3.228
C -4.850 10.382 -6.757
C 0.263 10.202 7.356
C 4.954 10.844 -4.063
C 0.314 8.266 -8.273
C -5.585 4.678 -0.801
C -0.374 15.332 -6.063
C -7.844 10.856 2.948
C 6.141 11.000 -3.138
C 0.228 6.728 -8.582
C -1.063 10.384 -0.027
C -0.951 10.394 8.192
C -1.373 15.273 -4.914
H 0.513 15.957 -5.956
H -2.381 14.989 -5.217
H -7.815 11.855 2.512
H 0.101 9.967 6.304
H -3.906 10.841 -7.053
H 5.817 11.341 -2.155
H -6.404 9.378 3.675
H -6.530 6.457 -0.333
H 6.781 10.119 -3.186
H -4.829 4.736 -0.018
H -2.022 8.799 -1.198
H 5.191 10.548 -5.085
H -1.751 11.170 -0.336
H -7.619 5.236 -1.242
H -1.015 14.441 -4.307
H -0.068 10.829 -0.003
H 1.212 8.617 -7.765
H -5.807 3.678 -1.174
H -0.297 8.621 -1.320
H -5.219 9.909 -8.819
H -0.823 10.638 9.247
H 1.227 6.467 -8.932
H -1.530 11.132 7.637
H -0.917 15.662 -6.949
H -6.464 9.419 -7.784
H 1.041 9.487 7.622
H -0.446 8.724 -7.640
H 4.436 11.803 -4.052
H -8.413 10.900 3.877
H -0.639 6.525 -9.211
H -5.799 10.473 2.332
H -4.642 9.814 -5.850
```